P:
Formula: C4H11NO3
Source: OMol25
Level of theory: the ωB97M-V functional and the def2-TZVPD basis

Geometry as XYZ:
```
19
Properties=species:S:1:pos:R:3
C -0.715 0.730 -0.886
N 0.477 1.208 -0.346
C 0.516 2.612 0.061
C 1.315 0.298 0.434
C 0.686 -0.170 1.863
O -0.400 -0.968 1.930
O -1.117 -0.399 -1.012
H -1.196 1.481 -1.591
H -0.068 2.706 1.034
H 1.696 2.705 0.249
H 0.273 3.283 -0.735
H 2.335 0.687 0.624
H 1.655 -0.537 -0.232
H 1.515 -0.634 2.410
H 0.343 0.831 2.407
H -1.056 -0.915 1.203
H -2.244 -4.220 -3.213
H -1.556 -4.232 -1.904
O -2.459 -4.466 -2.297
```

Results
Charge: +1
Spin multiplicity: 2
Gap between HOMO and LUMO (alpha / beta) (eV): 9.438 / 4.373

These are the Löwdin partial charges, in e, on atoms 1 to 6:
1. C -0.2321
2. N -0.0505
3. C 0.0222
4. C -0.0676
5. C -0.1881
6. O 0.0320

Q:
Formula: C4H11NO3
Source: OMol25
Level of theory: the ωB97M-V functional and the def2-TZVPD basis

Geometry as XYZ:
```
19
Properties=species:S:1:pos:R:3
C 0.214 -1.152 0.499
C 0.263 0.411 0.195
C 1.639 1.040 0.007
N -0.647 0.781 -0.902
C -0.404 0.413 -2.205
O -1.471 0.548 -2.964
O 0.680 0.028 -2.580
H -0.097 -1.264 1.531
H 1.244 -1.512 0.510
H -0.360 -1.652 -0.272
H -0.271 0.772 1.074
H 2.315 0.292 -0.413
H 2.120 1.381 0.920
H 1.617 1.833 -0.736
H -1.516 1.211 -0.618
H -1.429 0.244 -3.866
H -0.658 -1.525 3.471
H -1.630 -0.494 2.947
O -1.609 -1.357 3.400
```

Results
Charge: +1
Spin multiplicity: 2
Gap between HOMO and LUMO (alpha / beta) (eV): 11.346 / 5.522

These are the Löwdin partial charges, in e, on atoms 1 to 6:
1. C 0.0480
2. C -0.2963
3. C -0.0095
4. N 0.3053
5. C -0.5227
6. O 0.2041

We find Q to be the most stable, with the next structure 0.0618 hartree higher.

P:
Formula: C14H28N2O2
Source: OMol25
Level of theory: the ωB97M-V functional and the def2-TZVPD basis

Geometry as XYZ:
```
46
Properties=species:S:1:pos:R:3
C -6.633 -1.333 -1.340
C -5.736 -1.024 -0.148
C -4.443 -0.332 -0.574
C -3.534 -0.028 0.614
C -2.241 0.659 0.181
C -1.321 0.952 1.362
C 0.008 1.559 0.901
N 0.707 0.651 0.007
C 1.360 1.262 -1.125
C 2.645 2.058 -0.817
C 3.863 1.161 -0.744
O 4.759 1.233 -1.564
N 3.899 0.268 0.277
C 5.014 -0.649 0.347
C 4.665 -2.036 -0.217
O 5.765 -2.908 -0.189
C 2.842 0.132 1.258
C 1.505 -0.356 0.665
H -6.122 -1.990 -2.041
H -7.548 -1.823 -1.016
H -6.901 -0.418 -1.864
H -6.274 -0.382 0.554
H -5.493 -1.953 0.373
H -4.687 0.599 -1.091
H -3.909 -0.972 -1.281
H -4.066 0.613 1.322
H -3.292 -0.960 1.130
H -2.482 1.595 -0.329
H -1.705 0.023 -0.525
H -1.805 1.648 2.050
H -1.132 0.025 1.908
H 0.605 1.825 1.787
H -0.204 2.482 0.357
H 0.635 1.926 -1.602
H 1.601 0.468 -1.840
H 2.522 2.620 0.111
H 2.831 2.767 -1.625
H 5.822 -0.214 -0.250
H 5.350 -0.746 1.384
H 4.281 -1.917 -1.240
H 3.895 -2.516 0.393
H 6.466 -2.538 -0.738
H 3.182 -0.589 2.003
H 2.689 1.089 1.770
H 0.904 -0.784 1.469
H 1.714 -1.147 -0.062
```

Results
Charge: 0
SMILES: CCCCCCCN1CCC(=O)N(CCO)CC1
Gap between HOMO and LUMO (eV): 9.182

These are the Löwdin partial charges, in e, on atoms 1 to 6:
1. C -0.1214
2. C -0.2812
3. C -0.2401
4. C -0.2292
5. C -0.2230
6. C -0.1918

Q:
Formula: C14H28N2O2
Source: OMol25
Level of theory: the ωB97M-V functional and the def2-TZVPD basis

Geometry as XYZ:
```
46
Properties=species:S:1:pos:R:3
C 0.793 5.637 1.019
N 0.534 5.361 -0.373
C 0.924 6.381 -1.320
C 0.044 4.182 -0.835
O -0.129 3.981 -2.022
C -0.277 3.142 0.226
C -0.724 1.832 -0.418
C -1.244 0.807 0.587
C -0.158 0.280 1.524
C -0.664 -0.784 2.502
C -1.165 -2.077 1.857
C -0.084 -2.820 1.076
C -0.597 -4.164 0.549
C 0.497 -4.879 -0.223
O 1.245 -5.665 0.330
N 0.631 -4.578 -1.539
C -0.242 -3.713 -2.295
C 1.616 -5.291 -2.321
H -0.067 5.382 1.640
H 1.664 5.086 1.386
H 0.989 6.702 1.132
H 1.995 6.587 -1.244
H 0.697 6.012 -2.318
H 0.367 7.303 -1.139
H 0.607 2.984 0.846
H -1.077 3.527 0.865
H -1.510 2.061 -1.140
H 0.113 1.410 -0.978
H -1.670 -0.027 0.026
H -2.048 1.250 1.179
H 0.666 -0.123 0.934
H 0.240 1.108 2.114
H 0.147 -1.032 3.191
H -1.478 -0.355 3.093
H -2.008 -1.862 1.198
H -1.535 -2.731 2.651
H 0.258 -2.205 0.241
H 0.775 -3.005 1.724
H -0.851 -4.801 1.398
H -1.493 -4.027 -0.056
H -0.592 -2.875 -1.699
H -1.108 -4.260 -2.684
H 0.315 -3.313 -3.143
H 1.130 -5.883 -3.101
H 2.162 -5.953 -1.651
H 2.312 -4.590 -2.786
```

Results
Charge: 0
SMILES: CN(C)C(=O)CCCCCCCCC(=O)N(C)C
Gap between HOMO and LUMO (eV): 9.822

These are the Löwdin partial charges, in e, on atoms 1 to 6:
1. C -0.0606
2. N -0.1644
3. C -0.0465
4. C -0.4662
5. O 0.0503
6. C -0.1182

We find Q to be the most stable, with the next structure 0.0211 hartree higher.

P:
Formula: C5H9N3O
Source: OMol25
Level of theory: the ωB97M-V functional and the def2-TZVPD basis

Geometry as XYZ:
```
18
Properties=species:S:1:pos:R:3
C -0.147 2.307 1.145
N -1.002 1.411 1.410
C -1.205 0.305 0.559
C -0.694 0.348 -0.841
N 0.233 -0.504 -0.974
C 0.817 -0.955 -2.206
C -0.271 -1.172 0.844
N 0.873 -0.931 1.580
O -0.845 -2.240 0.853
H 0.553 2.260 0.299
H -0.025 3.134 1.833
H -2.231 -0.058 0.614
H -1.146 0.898 -1.671
H 0.656 -2.035 -2.291
H 1.894 -0.770 -2.164
H 0.396 -0.440 -3.076
H 1.139 0.027 1.751
H 1.005 -1.585 2.336
```

Results
Charge: 0
SMILES: C=N[C@@H](/C=N/C)C(N)=O
Gap between HOMO and LUMO (eV): 9.558

These are the Löwdin partial charges, in e, on atoms 1 to 6:
1. C -0.0523
2. N 0.0005
3. C -0.2272
4. C -0.1121
5. N -0.0197
6. C -0.0672

Q:
Formula: C5H9N3O
Source: OMol25
Level of theory: the ωB97M-V functional and the def2-TZVPD basis

Geometry as XYZ:
```
18
Properties=species:S:1:pos:R:3
N -0.622 0.896 -2.122
C -0.182 0.606 -0.808
C -0.433 1.428 0.462
N 0.904 1.038 1.002
C 1.203 0.341 -0.256
C 0.250 -0.806 -0.457
C -0.426 -1.605 0.604
N 0.144 -1.922 1.758
H -1.531 0.485 -2.315
H -0.682 1.896 -2.286
H -0.486 2.499 0.226
H -1.284 1.150 1.102
H 1.504 1.846 1.127
H 2.188 0.368 -0.722
H 0.467 -1.373 -1.363
O -1.089 -2.657 0.256
H 0.598 -1.118 2.199
H -0.524 -3.072 1.594
```

Results
Charge: 0
Gap between HOMO and LUMO (eV): 9.718

These are the Löwdin partial charges, in e, on atoms 1 to 6:
1. N 0.0936
2. C -0.4159
3. C -0.1054
4. N 0.0004
5. C -0.1732
6. C -0.0868

R:
Formula: C5H9N3O
Source: OMol25
Level of theory: the ωB97M-V functional and the def2-TZVPD basis

Geometry as XYZ:
```
18
Properties=species:S:1:pos:R:3
C 2.588 -0.123 -0.240
N 1.209 -0.428 -0.343
C 0.209 0.477 -0.224
C 0.200 1.814 0.088
C -1.147 2.237 0.176
N -1.994 1.256 -0.061
N -1.270 0.194 -0.285
O -1.815 -1.070 -0.696
C -1.846 -2.033 0.408
H 3.127 -0.926 -0.736
H 2.817 0.860 -0.634
H 2.928 -0.089 0.795
H 1.018 -1.274 -0.660
H 1.009 2.426 0.120
H -1.461 3.224 0.383
H -2.835 -2.331 0.289
H -1.746 -1.408 1.241
H -0.989 -2.807 0.377
```

Results
Charge: 0
SMILES: CNc1ccnn1OC
Gap between HOMO and LUMO (eV): 8.503

These are the Löwdin partial charges, in e, on atoms 1 to 6:
1. C -0.0856
2. N -0.0079
3. C -0.1790
4. C -0.0438
5. C -0.1635
6. N 0.0567

S:
Formula: C5H9N3O
Source: OMol25
Level of theory: the ωB97M-V functional and the def2-TZVPD basis

Geometry as XYZ:
```
18
Properties=species:S:1:pos:R:3
C 0.668 0.101 -0.259
C -0.271 -1.089 0.148
C -1.286 -0.551 1.200
C -1.705 0.180 -0.151
C -1.520 -1.184 -0.807
H 3.550 -0.134 0.246
H 2.422 -1.743 0.469
H 0.431 -1.910 0.186
H -0.696 0.244 1.634
H -1.993 -1.074 1.649
H -2.542 0.805 -0.347
H -1.911 -2.213 -0.211
H -1.420 -1.339 -1.812
H 0.520 2.461 -0.325
N 2.795 -0.669 -0.015
N 1.867 0.371 -0.041
N -0.477 0.929 -0.556
O -0.372 1.968 0.250
```

Results
Charge: 0
Gap between HOMO and LUMO (eV): 9.072

These are the Löwdin partial charges, in e, on atoms 1 to 6:
1. C -0.2801
2. C -0.2301
3. C -0.0090
4. C -0.2196
5. C -0.0548
6. H 0.0194

We find P to be the most stable, with the next structure 0.0548 hartree higher.

P:
Formula: C3H10N2S
Source: OMol25
Level of theory: the ωB97M-V functional and the def2-TZVPD basis

Geometry as XYZ:
```
16
Properties=species:S:1:pos:R:3
C 2.708 0.784 -0.598
C -0.412 -2.192 0.271
C -2.089 1.536 0.342
N 2.071 0.427 0.420
N -0.917 -0.874 0.687
S -1.362 0.075 -0.497
H 2.996 1.721 -0.800
H 2.927 0.014 -1.502
H -0.087 0.899 -0.808
H -0.090 -2.548 1.210
H -1.035 -2.979 -0.268
H 0.502 -1.983 -0.291
H -1.346 2.092 0.943
H -3.036 1.374 0.852
H -2.469 2.078 -0.412
H 1.640 -0.425 0.451
```

Results
Charge: 0
Gap between HOMO and LUMO (eV): 8.610

These are the Löwdin partial charges, in e, on atoms 1 to 6:
1. C -0.1373
2. C -0.2724
3. C -0.3013
4. N 0.0473
5. N -0.5234
6. S 0.8474

Q:
Formula: C3H10N2S
Source: OMol25
Level of theory: the ωB97M-V functional and the def2-TZVPD basis

Geometry as XYZ:
```
16
Properties=species:S:1:pos:R:3
H 2.415 0.355 1.357
N 1.773 -0.133 0.735
C 2.320 -1.333 0.638
N 2.532 -2.001 -0.538
H 2.893 -1.771 1.484
H 3.438 -2.369 -0.847
H 2.173 -1.299 -1.172
C -1.867 1.164 1.177
S -1.491 2.017 -0.342
C -1.990 0.772 -1.602
H -2.897 0.823 1.037
H -1.892 1.867 2.047
H -1.103 0.400 1.499
H -2.809 0.211 -1.139
H -2.289 1.209 -2.534
H -1.204 0.086 -1.800
```

Results
Charge: 0
SMILES: [H]/N=C/N.CSC
Gap between HOMO and LUMO (eV): 8.876

These are the Löwdin partial charges, in e, on atoms 1 to 6:
1. H 0.0308
2. N 0.0263
3. C -0.3645
4. N 0.0508
5. H 0.1090
6. H 0.1065

We find Q to be the most stable, with the next structure 0.1096 hartree higher.